Here is 5 unconnected molecules or ions with the total composition C10H18Br4Cl6O in a non-equilibrium geometry from OMol25. Energies are from ωB97M-V/def2-TZVPD.

Structure (ORCA input):
```
! RIJCOSX wB97M-V def2-TZVPD def2/J DEFGRID3
* xyz 0 1
Cl -14.50632 15.87789 -6.17355
C -12.92926 15.32986 -6.84802
Cl -11.54580 16.16216 -6.22045
Cl -13.07497 15.31188 -8.66130
H -12.74132 14.29858 -6.54931
Cl -14.08088 7.92014 -2.46071
C -15.67485 8.61755 -2.92044
Cl -15.46551 10.20397 -3.81533
Cl -16.53495 9.06213 -1.43357
H -16.19771 7.88868 -3.53970
C -20.60289 5.47114 -6.51533
C -21.32239 5.76969 -5.24613
C -22.51960 4.86708 -5.14902
O -22.95469 4.82228 -6.43679
C -21.78563 4.88043 -7.28236
H -19.82239 4.76026 -6.24409
H -20.16191 6.32680 -7.02669
H -21.77337 6.76114 -5.28784
H -20.77092 5.82743 -4.30770
H -23.27502 5.20552 -4.43986
H -22.32991 3.89262 -4.69899
H -22.12556 5.56824 -8.05661
H -21.54115 3.89968 -7.69037
Br -11.97825 4.82484 -6.63646
C -12.07065 6.57629 -7.47551
C -13.45544 6.79274 -8.08879
Br -13.46912 8.64503 -8.85098
H -11.21383 6.67483 -8.14202
H -11.86374 7.34567 -6.73163
H -14.35899 6.68051 -7.48953
H -13.63448 6.22930 -9.00452
Br -22.74424 9.34970 0.72474
C -21.96343 8.16521 2.11366
C -21.78554 8.87424 3.50935
Br -21.27671 7.45739 4.78790
H -21.04819 7.76295 1.67934
H -22.48795 7.23463 2.33044
H -22.65491 9.50721 3.68721
H -20.89303 9.49349 3.41962
*
```

## Properties
E_HOMO (eV): -9.68
LUMO (eV): 0.1
Relative energy (zero: lowest compared OMol25 entry of this formula, charge and spin) (kcal per mole): 48.4
Structure (SMILES): ClC(Cl)Cl.ClC(Cl)Cl.C1CCOC1.BrCCBr.BrCCBr
Kohn-Sham gap (eV): 9.78
E_tot (eV): -368012.0294

These are the Mulliken partial charges, in e, on atoms 1 to 2: -0.121 0.080